(1)
DFT (ωB97M-V/def2-TZVPD) results for a structure of composition CH2NO3S in a non-equilibrium geometry.

Positions of all 8 atoms, in Å:
C  0.62  1.36  -0.15
N  0.82  0.18  0.07
O  2.57  -1.29  -0.91
O  2.84  -0.59  1.38
O  3.13  1.06  -0.47
S  2.46  -0.17  0.03
H  -0.38  1.67  -0.11
H  1.42  2.02  -0.48

The total charge is -1. As for the strongest force on any atom: 3.75 eV Å⁻¹. Its multiplicity is 1. The value obtained for the HOMO energy is -4.78 eV.

(2)
DFT (ωB97M-V/def2-TZVPD) results for the ion CH2NO4S with charge -1 in a non-equilibrium geometry.

Positions of all 9 atoms, in Å:
C  0.21  -0.11  -0.93
N  0.49  0.49  1.41
O  0.49  1.01  2.53
O  0.93  -0.71  -2.00
O  1.61  -0.16  1.12
O  0.66  -2.36  -0.02
S  1.36  -1.19  -0.46
H  -0.86  -0.40  -0.83
H  0.42  0.94  -1.00

The total charge is -1. As for the strongest force on any atom: 3.73 eV Å⁻¹. Its multiplicity is 1. The value obtained for the HOMO energy is -4.20 eV.

(3)
DFT (ωB97M-V/def2-TZVPD) results for a cluster of 2 separate species, CH2O2 in total in a non-equilibrium geometry.

Positions of all 5 atoms, in Å:
H  -2.34  0.47  20.81
H  -2.68  0.32  21.44
O  0.66  0.19  -0.88
C  0.28  -0.15  -1.92
O  -0.23  -0.19  -2.96

As for the strongest force on any atom: 2.41 eV Å⁻¹. Its multiplicity is 1. The value obtained for the HOMO energy is -12.99 eV.

(4)
DFT (ωB97M-V/def2-TZVPD) results for the ion CH2O2P with charge -1 in a non-equilibrium geometry.

Positions of all 6 atoms, in Å:
O  -1.34  1.51  0.23
C  -0.52  0.63  0.20
P  0.19  -0.74  -0.94
O  1.62  -0.62  -0.68
H  0.25  0.79  1.08
H  -0.20  -1.57  0.11

The total charge is -1. As for the strongest force on any atom: 4.12 eV Å⁻¹. Its multiplicity is 1. The value obtained for the HOMO energy is -2.82 eV.

(5)
DFT (ωB97M-V/def2-TZVPD) results for the molecule CH2O2S in a non-equilibrium geometry.

Positions of all 6 atoms, in Å:
O  -2.23  0.19  -0.04
C  -1.04  0.07  -0.18
O  0.17  -0.92  0.34
S  1.61  -0.42  -0.19
H  -0.44  0.73  -0.82
H  1.93  0.34  0.89

As for the strongest force on any atom: 3.99 eV Å⁻¹. Its multiplicity is 1. The value obtained for the HOMO energy is -9.67 eV.

(6)
DFT (ωB97M-V/def2-TZVPD) results for the molecule CH2O2S in a non-equilibrium geometry.

Positions of all 6 atoms, in Å:
O  2.89  0.49  -0.12
C  1.71  0.21  -0.10
S  0.85  -1.28  0.12
O  -0.65  -0.80  -0.27
H  0.85  1.08  -0.38
H  -0.76  -0.19  -1.02

As for the strongest force on any atom: 3.42 eV Å⁻¹. Its multiplicity is 1. The value obtained for the HOMO energy is -9.80 eV.

(7)
DFT (ωB97M-V/def2-TZVPD) results for the molecule CH2O2S in a non-equilibrium geometry.

Positions of all 6 atoms, in Å:
C  0.18  0.06  0.24
O  1.85  3.33  0.05
O  1.64  2.58  1.09
S  0.85  1.20  1.30
H  -0.45  -0.66  0.76
H  0.05  0.32  -0.88

As for the strongest force on any atom: 3.34 eV Å⁻¹. Its multiplicity is 1. The value obtained for the HOMO energy (alpha / beta) is -9.74 / -8.17 eV.

(8)
DFT (ωB97M-V/def2-TZVPD) results for a cluster of 2 separate species, CH2O2S2 in total in a non-equilibrium geometry.

Positions of all 7 atoms, in Å:
C  0.08  -0.47  0.27
O  -2.07  0.50  -0.87
O  2.01  1.17  -0.25
S  -0.80  -0.09  -1.26
S  0.58  1.21  0.05
H  -0.79  -1.08  1.82
H  0.98  -1.24  0.24

As for the strongest force on any atom: 4.11 eV Å⁻¹. Its multiplicity is 1. The value obtained for the HOMO energy (alpha / beta) is -9.09 / -9.09 eV.

Question: The lowest strongest force on any atom belongs to which entry?
Answer: CH2O2